# 1
Entry from OMol25: an isolated molecule of HNOS in a non-equilibrium geometry (ωB97M-V/def2-TZVPD).

Positions of all 4 atoms, in Å:
N 0.620 -0.398 0.264
O 2.593 0.451 2.206
S 1.602 0.965 1.312
H -0.082 0.101 -0.257

- HOMO (alpha / beta): -0.3916 / -0.3654 Eh
- Gap between HOMO and LUMO (alpha / beta): 9.2 / 8.8 eV
- Charge: 0
- LUMO level (alpha / beta): -1.4 / -1.2 eV
- Energy above the lowest of the compared OMol25 structures with the same formula, charge and spin: 2.134 eV

natural (NBO) charges, unit e, in atom order:
1. N -0.6473
2. O -0.7794
3. S 1.1221
4. H 0.3046

# 2
Entry from OMol25: a structure of composition C44H104BO21V in a non-equilibrium geometry (ωB97M-V/def2-TZVPD).

Positions of all 171 atoms, in Å:
O 5.738 -1.076 -0.922
V 6.175 -1.756 0.437
O 1.929 -2.994 2.905
C 1.661 -2.388 1.837
O 0.501 -2.256 1.229
B 0.577 -1.477 0.022
O 2.032 -1.203 -0.104
C 2.683 -1.682 0.951
O 3.912 -1.722 1.131
O -0.327 -0.311 0.041
C -1.191 -0.363 -0.926
O -2.114 0.434 -1.075
C -0.907 -1.704 -1.747
O 0.160 -2.222 -1.169
O -1.502 -2.017 -2.753
C -2.002 -2.209 3.431
C -2.461 -2.885 2.174
O -3.799 -3.289 2.453
C -4.333 -4.242 1.553
C -5.673 -4.599 2.081
H -1.766 -2.896 4.244
H -1.110 -1.598 3.295
H -2.778 -1.510 3.742
H -2.490 -2.171 1.351
H -1.841 -3.734 1.886
H -4.412 -3.816 0.553
H -3.775 -5.172 1.439
H -6.310 -3.735 2.272
H -5.520 -5.193 2.982
H -6.058 -5.323 1.363
C -4.472 1.758 -2.833
C -5.449 2.716 -3.497
O -5.113 3.994 -3.046
C -5.881 5.067 -3.549
C -5.461 6.357 -2.850
H -4.611 0.801 -3.335
H -3.411 1.958 -2.984
H -4.718 1.640 -1.778
H -5.330 2.635 -4.577
H -6.490 2.470 -3.287
H -5.660 5.153 -4.613
H -6.957 4.943 -3.427
H -5.355 6.184 -1.779
H -6.194 7.156 -2.964
H -4.480 6.732 -3.141
C -2.231 5.159 3.863
C -3.060 3.998 4.339
O -3.089 3.043 3.311
C -3.829 1.871 3.567
C -3.834 1.052 2.256
H -2.639 5.595 2.951
H -2.152 6.007 4.543
H -1.188 4.942 3.629
H -2.567 3.477 5.160
H -4.080 4.256 4.626
H -3.350 1.275 4.343
H -4.870 2.075 3.815
H -4.568 1.507 1.591
H -4.065 0.009 2.474
H -2.872 1.105 1.745
C -6.248 -2.377 -3.462
C -5.478 -1.950 -2.188
O -6.391 -1.358 -1.244
C -5.708 -0.797 -0.123
C -6.821 -0.056 0.627
H -7.097 -3.003 -3.186
H -6.712 -1.476 -3.864
H -5.633 -2.892 -4.200
H -5.054 -2.868 -1.781
H -4.619 -1.344 -2.476
H -5.216 -1.570 0.467
H -4.924 -0.091 -0.396
H -7.251 0.781 0.078
H -6.492 0.422 1.549
H -7.602 -0.758 0.920
C 0.297 1.172 3.172
C 0.549 2.300 2.220
O 1.815 2.771 2.647
C 2.313 3.886 1.904
C 3.816 4.088 2.276
H 1.095 0.445 3.019
H 0.342 1.565 4.188
H -0.650 0.645 3.058
H 0.654 2.005 1.176
H -0.190 3.098 2.287
H 2.175 3.771 0.829
H 1.741 4.773 2.176
H 4.192 5.018 1.850
H 4.535 3.407 1.819
H 3.793 4.181 3.361
C 6.551 -4.994 3.051
C 5.783 -3.696 3.020
C 5.405 -3.242 4.444
O 6.513 -2.788 2.284
H 7.547 -4.965 3.493
H 6.551 -5.422 2.049
H 5.942 -5.681 3.637
H 4.820 -3.845 2.531
H 4.886 -2.283 4.457
H 6.276 -3.241 5.098
H 4.787 -3.991 4.940
H 7.298 -2.663 2.822
C 2.670 -0.948 -4.167
C 2.761 -2.313 -3.473
C 2.815 -3.437 -4.503
O 4.001 -2.312 -2.797
H 2.595 -0.093 -3.496
H 1.781 -0.897 -4.797
H 3.587 -0.750 -4.722
H 1.912 -2.499 -2.815
H 1.818 -3.682 -4.870
H 3.143 -4.420 -4.163
H 3.418 -3.196 -5.378
H 4.589 -2.633 -3.485
C 2.313 -5.174 -0.835
C 2.683 -6.199 0.232
C 2.729 -7.674 -0.163
O 3.922 -5.904 0.778
H 3.045 -5.202 -1.642
H 2.217 -4.204 -0.347
H 1.336 -5.385 -1.271
H 1.926 -6.191 1.016
H 3.364 -7.893 -1.021
H 1.728 -8.023 -0.419
H 3.028 -8.291 0.684
H 4.171 -6.723 1.213
C 7.343 1.547 2.883
C 6.267 0.513 2.824
C 4.915 0.847 3.408
O 6.072 0.179 1.492
H 7.174 2.456 2.306
H 8.260 1.123 2.472
H 7.510 1.901 3.901
H 6.577 -0.394 3.342
H 4.337 1.455 2.712
H 5.038 1.408 4.334
H 4.393 -0.078 3.654
H 5.940 1.004 1.019
C -2.777 4.285 -0.234
C -1.999 5.267 -1.151
C -0.517 5.191 -0.909
O -2.206 4.862 -2.495
H -2.624 3.276 -0.618
H -3.830 4.557 -0.177
H -2.381 4.342 0.780
H -2.339 6.298 -1.058
H -0.120 4.176 -0.870
H -0.254 5.629 0.053
H 0.035 5.740 -1.672
H -2.992 4.311 -2.527
C 5.017 2.659 -2.480
C 4.372 2.564 -1.095
C 3.273 1.489 -0.947
O 5.470 2.240 -0.294
H 5.808 3.408 -2.431
H 4.305 2.982 -3.240
H 5.424 1.708 -2.822
H 4.098 3.564 -0.760
H 2.434 1.673 -1.618
H 2.909 1.374 0.074
H 3.619 0.506 -1.268
H 6.013 3.016 -0.141
C -2.078 0.826 -6.562
C -1.495 -0.355 -5.780
O -2.510 -1.093 -5.231
H -1.305 1.295 -7.171
H -2.511 1.575 -5.899
H -2.840 0.516 -7.277
H -0.867 0.096 -5.011
H -0.925 -1.089 -6.350
H -2.200 -1.607 -4.482

- HOMO (alpha / beta): -0.3215 / -0.3317 Eh
- Expectation value of S²: 2.04
- Gap between HOMO and LUMO (alpha / beta): 7.8 / 8.0 eV
- Charge: 0
- LUMO level (alpha / beta): -0.9 / -1.1 eV
- Multiplicity: 3

Mulliken population analysis, charges in e, atoms 1 to 6:
1. O -0.7041
2. V 1.0112
3. O -0.7156
4. C 0.2224
5. O -0.5036
6. B 0.9660

# 3
Entry from OMol25: a cluster of 5 separate species, C30H40BrF5NO6 in total in a non-equilibrium geometry (ωB97M-V/def2-TZVPD).

Positions of all 83 atoms, in Å:
O -0.859 -2.074 4.052
C -0.327 -1.393 3.129
O 0.096 -0.074 3.434
C -0.213 -2.032 1.672
C -1.556 -2.194 0.877
C -1.487 -2.853 -0.518
N -0.228 -3.309 -1.097
Br -0.397 -4.138 -2.792
C 1.060 -3.164 -0.452
C 2.447 -3.662 -1.068
F 2.345 -5.049 -1.373
F 3.476 -3.553 -0.054
C 2.968 -2.838 -2.323
C 2.820 -3.475 -3.743
C 3.263 -2.817 -5.070
C 3.952 -1.429 -5.005
C 4.163 -0.768 -3.589
C 4.928 0.646 -3.611
F 5.118 1.124 -4.954
F 6.249 0.405 -3.115
F 4.247 1.676 -2.922
C 3.663 -1.440 -2.258
C 1.090 -2.504 0.977
H -0.741 0.472 3.475
H -2.581 -1.884 1.270
H -2.474 -2.977 -1.098
H 2.305 -4.507 -3.782
H 3.112 -3.297 -6.104
H 4.286 -0.942 -5.984
H 3.804 -0.938 -1.238
H 2.071 -2.380 1.563
C 0.007 4.689 4.656
C -1.279 4.240 5.314
C -1.981 3.523 4.179
O -0.956 2.970 3.338
C 0.308 3.529 3.727
H 0.815 4.890 5.361
H -0.173 5.598 4.072
H -1.055 3.534 6.121
H -1.869 5.058 5.731
H -2.570 4.218 3.573
H -2.638 2.724 4.530
H 0.877 2.747 4.240
H 0.863 3.837 2.838
C -7.173 0.790 5.267
C -6.079 0.004 5.953
C -4.867 0.347 5.110
O -5.076 1.673 4.601
C -6.441 2.048 4.846
H -8.035 0.992 5.905
H -7.522 0.246 4.383
H -5.941 0.374 6.974
H -6.273 -1.069 6.002
H -4.773 -0.330 4.254
H -3.936 0.317 5.683
H -6.444 2.796 5.646
H -6.865 2.500 3.946
C -5.997 2.820 0.837
C -4.889 2.179 1.642
C -4.824 0.791 1.039
O -5.216 0.914 -0.334
C -5.775 2.221 -0.538
H -5.964 3.911 0.836
H -6.970 2.507 1.229
H -3.946 2.708 1.464
H -5.075 2.167 2.719
H -5.531 0.111 1.529
H -3.823 0.354 1.097
H -5.053 2.808 -1.115
H -6.699 2.140 -1.115
C 8.593 -2.672 -6.770
C 8.621 -1.549 -7.783
C 7.173 -1.486 -8.225
O 6.378 -1.900 -7.103
C 7.244 -2.468 -6.110
H 9.422 -2.645 -6.061
H 8.615 -3.637 -7.286
H 8.902 -0.612 -7.290
H 9.312 -1.720 -8.610
H 6.978 -2.181 -9.048
H 6.873 -0.483 -8.538
H 7.313 -1.757 -5.279
H 6.814 -3.400 -5.737

- HOMO: -0.4133 Eh
- Gap between HOMO and LUMO: 6.0 eV
- Charge: +1
- LUMO level: -5.3 eV
- Energy above the lowest of the compared OMol25 structures with the same formula, charge and spin: 9.478 eV

Mulliken population analysis, charges in e, atoms 1 to 6:
1. O -0.4228
2. C 0.0996
3. O -0.3588
4. C 0.8024
5. C -0.4848
6. C -0.2328

# 4
Entry from OMol25: a structure of composition C14H5F5NOPtS5Se (ωB97M-V/def2-TZVPD).

Positions of all 33 atoms, in Å:
Pt 1.202 1.134 1.046
S 6.601 -1.457 5.228
C 5.365 -0.902 4.255
S 3.708 -1.234 4.529
C 3.034 -0.372 3.167
C 3.932 0.263 2.383
S 3.550 1.199 0.972
S 5.599 0.087 2.878
S 1.318 -0.388 2.902
F -1.801 6.366 -2.562
C -1.810 5.147 -1.868
C -2.967 4.818 -1.017
F -3.437 3.459 -1.183
C -1.637 4.951 -0.372
F -1.472 5.996 0.535
C -0.642 3.845 -0.190
Se -0.016 3.297 1.493
C -0.282 3.408 -1.461
F 0.522 2.358 -1.720
C -0.906 4.138 -2.438
F -0.817 3.892 -3.760
O -0.867 0.335 0.255
N -1.859 0.431 1.090
C -1.960 -0.428 2.125
C -2.987 -0.305 3.034
C -3.922 0.710 2.885
C -3.793 1.577 1.813
C -2.749 1.432 0.924
H -1.176 -1.168 2.169
H -3.031 -1.001 3.860
H -4.730 0.824 3.596
H -4.481 2.395 1.652
H -2.578 2.060 0.061

- HOMO (alpha / beta): -0.0335 / -0.0577 Eh
- Expectation value of S²: 3.78
- Gap between HOMO and LUMO (alpha / beta): 5.0 / 5.6 eV
- Charge: -2
- LUMO level (alpha / beta): 4.1 / 4.1 eV
- Multiplicity: 4

natural (NBO) population analysis, charges in e, atoms 1 to 6:
1. Pt 0.6656
2. S -0.2357
3. C -0.5715
4. S 0.4733
5. C -0.4400
6. C -0.4365

# 5
Entry from OMol25: a cluster of 2 separate species, C8H11FO in total (ωB97M-V/def2-TZVPD).

Positions of all 21 atoms, in Å:
F 0.979 -1.662 -2.107
C 1.349 -1.205 -0.889
C 1.012 -1.947 0.234
C 1.397 -1.469 1.486
C 2.105 -0.272 1.598
C 2.430 0.453 0.451
C 2.052 -0.011 -0.809
H 0.454 -2.886 0.116
H 1.139 -2.043 2.386
H 2.405 0.100 2.586
H 2.987 1.396 0.534
H 2.295 0.538 -1.728
C -3.207 1.341 -0.713
C -1.847 0.704 -0.537
O -1.341 1.120 0.734
H -3.122 2.440 -0.680
H -3.888 1.016 0.091
H -3.645 1.051 -1.683
H -1.930 -0.399 -0.579
H -1.165 1.022 -1.349
H -0.458 0.713 0.858

- HOMO: -0.3538 Eh
- Gap between HOMO and LUMO: 10.6 eV
- Charge: 0
- LUMO level: 0.9 eV
- Energy above the lowest of the compared OMol25 structures with the same formula, charge and spin: 0.253 eV
- Structure (SMILES): Fc1ccccc1.CCO

natural (NBO) population analysis, charges in e, atoms 1 to 6:
1. F -0.3251
2. C 0.3971
3. C -0.2921
4. C -0.1958
5. C -0.2447
6. C -0.1958

# 6
Entry from OMol25: a structure of composition C12H17BrF6N5O5RhS2 in a non-equilibrium geometry (ωB97M-V/def2-TZVPD).

Positions of all 49 atoms, in Å:
Rh -0.141 -0.019 0.965
O 4.964 -3.026 2.666
C 3.847 -2.396 2.367
C 2.995 -1.793 3.305
C 1.870 -1.164 2.856
N 1.510 -1.080 1.554
C 2.332 -1.680 0.659
Br 1.852 -1.612 -1.124
C 3.486 -2.332 1.023
H 5.158 -3.036 3.613
H 3.207 -1.816 4.366
H 1.212 -0.708 3.580
H 4.108 -2.793 0.269
N -1.256 -0.774 2.528
C -1.226 0.222 3.659
C -0.885 1.602 3.114
N 0.332 1.468 2.245
H -2.196 -0.868 2.143
H -1.010 -1.705 2.855
H -0.455 -0.099 4.358
H -2.168 0.206 4.201
H -0.706 2.324 3.910
H -1.685 1.986 2.485
H 1.166 1.298 2.803
H 0.529 2.304 1.690
C -3.581 -2.496 -2.636
C -2.054 -2.354 -2.608
C -1.560 -1.858 -1.336
N -1.186 -1.475 -0.322
H -3.876 -2.858 -3.618
H -4.065 -1.536 -2.469
H -3.926 -3.210 -1.891
H -1.694 -1.636 -3.350
H -1.550 -3.305 -2.795
F -2.666 1.464 -1.729
C -1.692 1.913 -1.000
F -1.871 3.149 -0.644
F -1.801 1.158 0.257
S 0.026 1.547 -1.694
O 0.738 1.232 -0.400
O -0.227 0.423 -2.536
N 0.661 2.825 -2.174
S -0.001 3.596 -3.483
O 0.375 4.956 -3.388
O -1.360 3.166 -3.617
C 0.956 2.834 -4.918
F 1.608 3.786 -5.548
F 0.091 2.249 -5.732
F 1.814 1.923 -4.461

- HOMO: -0.5808 Eh
- Gap between HOMO and LUMO: 7.9 eV
- Charge: +2
- LUMO level: -7.9 eV
- Energy above the lowest of the compared OMol25 structures with the same formula, charge and spin: 2.318 eV

natural (NBO) population analysis, charges in e, atoms 1 to 6:
1. Rh 1.1695
2. O -0.5844
3. C 0.4247
4. C -0.2980
5. C 0.0326
6. N -0.4504

# 7
Entry from OMol25: a cluster of 2 separate species, C4H14NO in total (ωB97M-V/def2-TZVPD).

Positions of all 20 atoms, in Å:
C 0.333 -0.343 1.479
C 0.975 -0.154 0.103
C 0.873 1.286 -0.403
C 1.870 1.567 -1.532
N -1.164 -0.128 1.359
H 0.691 0.441 2.150
H 0.504 -1.336 1.884
H 0.519 -0.881 -0.567
H 2.013 -0.432 0.242
H 1.128 1.913 0.451
H -0.138 1.551 -0.733
H 1.963 0.659 -2.147
H 1.551 2.379 -2.165
H 2.872 1.760 -1.158
H -1.285 0.756 0.867
H -1.586 -0.938 0.888
H -1.608 -0.040 2.273
H -2.978 -2.101 -0.502
H -2.015 -2.099 -1.704
O -2.127 -1.767 -0.807

- HOMO: -0.5634 Eh
- Gap between HOMO and LUMO: 12.0 eV
- Charge: +1
- LUMO level: -3.3 eV
- Energy above the lowest of the compared OMol25 structures with the same formula, charge and spin: 0.338 eV

natural (NBO) population analysis, charges in e, atoms 1 to 6:
1. C -0.2082
2. C -0.4216
3. C -0.4157
4. C -0.6020
5. N -0.6834
6. H 0.2195

Q: Look up the charge of the third one.
A: +1

Q: Which value of charge does entry 4 give?
A: -2